# 1
The following is a quantum chemistry calculation of a cluster of 2 separate species, C4H12O4 in total in a non-equilibrium geometry, from the OMol25 dataset.

```
20
Properties=species:S:1:pos:R:3:nbo_charge:R:1
O 0.63 2.51 -0.34 -0.742
O -1.56 1.79 -0.72 -0.723
O 0.16 0.44 1.84 -0.728
O 0.13 1.20 -2.16 -0.708
C -0.89 -1.68 -0.09 -0.638
C 0.91 -0.69 1.44 -0.075
C -0.20 1.54 -0.89 0.586
C 0.58 -1.28 0.07 -0.428
H -1.23 -2.28 0.76 0.208
H 1.06 0.70 -2.06 0.480
H -0.78 0.23 1.77 0.474
H 1.96 -0.37 1.47 0.190
H 0.79 -1.49 2.20 0.169
H -1.02 -2.26 -1.01 0.226
H -0.01 0.57 -0.32 0.126
H 0.61 2.39 0.62 0.493
H 1.01 -0.71 -0.96 0.174
H -1.53 -0.81 -0.16 0.219
H 1.19 -2.19 -0.02 0.222
H -1.82 2.40 -1.43 0.476
```

Output
gap between HOMO and LUMO: 10.7 eV
largest force on an atom: 4.31 eV/A
highest occupied orbital energy: -0.3689 hartree
ΔE to the lowest compared entry with this formula, charge and spin: 44.38 kcal per mole
calculated total energy: -460.511922 a.u.
SMILES: OC(O)O.CCCO

***

# 2
The following is a quantum chemistry calculation of a cluster of 2 separate species, C4H12O8P in total in a non-equilibrium geometry, from the OMol25 dataset.

```
25
Properties=species:S:1:pos:R:3:nbo_charge:R:1
P -0.28 -0.30 0.30 0.612
O 1.52 -2.51 -0.45 -0.558
O 0.04 1.91 -0.78 -0.726
O 0.61 1.50 2.26 -0.700
O 0.23 -2.15 -2.31 -0.589
O -2.66 0.33 -0.30 -0.759
O -2.41 0.41 2.00 -0.703
O 2.16 0.57 0.83 -0.778
O 1.20 0.27 -1.87 -0.782
C 0.92 0.35 1.57 0.141
C 0.48 -2.56 -1.13 0.730
C -1.85 0.63 0.74 0.172
C -0.03 0.63 -1.25 0.093
H 2.87 0.81 1.39 0.501
H -0.88 0.58 -1.98 0.215
H 2.21 -1.95 -0.85 0.523
H 0.34 2.53 -1.44 0.495
H 1.85 0.54 -1.17 0.524
H -3.08 -0.34 1.82 0.480
H -3.62 0.72 -0.32 0.517
H 0.30 1.34 3.15 0.503
H 0.71 -1.30 -2.51 0.541
H 1.14 -0.43 2.30 0.176
H -1.59 1.63 0.72 0.179
H -0.20 -3.21 -0.73 0.195
```

Output
net charge: +1
gap between HOMO and LUMO: 8.9 eV
largest force on an atom: 4.51 eV/A
highest occupied orbital energy: -0.4698 hartree
ΔE to the lowest compared entry with this formula, charge and spin: 2.63 kcal per mole
calculated total energy: -1102.546553 a.u.

***

# 3
The following is a quantum chemistry calculation of a cluster of 2 separate species, C4H12OS in total, from the OMol25 dataset.

```
18
Properties=species:S:1:pos:R:3:mulliken_spin:R:1
S -1.65 0.07 1.03 0.893
O 3.59 -1.52 0.22 0.000
C 0.33 0.19 -2.15 0.000
C -0.10 1.20 -1.10 0.021
C -1.49 0.92 -0.51 -0.067
C -0.02 -0.58 1.35 -0.043
H 1.27 0.48 -2.62 0.000
H 4.05 -0.79 -0.23 0.000
H 0.63 0.22 1.73 0.054
H -2.10 0.33 -1.21 0.074
H -0.16 2.19 -1.57 0.002
H 3.18 -1.09 0.97 0.001
H -0.13 -1.34 2.14 -0.005
H 0.32 -1.02 0.41 0.036
H 0.49 -0.81 -1.74 -0.001
H -0.41 0.09 -2.95 0.000
H -2.05 1.85 -0.41 0.039
H 0.68 1.31 -0.35 -0.005
```

Output
net charge: +1
gap between HOMO and LUMO (alpha / beta): 11.3 / 6.4 eV
largest force on an atom: 0.83 eV/A
highest occupied orbital energy (alpha / beta): -0.5384 / -0.5384 hartree
2S+1: 2
⟨S²⟩: 0.753
ΔE to the lowest compared entry with this formula, charge and spin: 5.23 kcal per mole
calculated total energy: -632.702047 a.u.

***

# 4
The following is a quantum chemistry calculation of a cluster of 2 separate species, C4H12OS2 in total in a non-equilibrium geometry, from the OMol25 dataset.

```
19
Properties=species:S:1:pos:R:3:nbo_charge:R:1
S -1.42 1.81 0.49 0.067
S 0.32 2.34 1.33 0.009
O 0.19 -3.89 1.12 -0.947
C 2.17 0.73 0.12 -0.643
C -1.09 0.42 -0.71 -0.525
C -2.27 0.57 -1.76 -0.629
C 1.39 0.74 1.41 -0.480
H -0.77 -3.88 1.10 0.474
H -0.21 0.60 -1.31 0.218
H 1.74 1.14 -0.78 0.223
H -2.81 -0.33 -1.52 0.210
H -1.06 -0.57 -0.28 0.213
H -2.94 1.44 -1.80 0.229
H 0.52 -3.40 1.88 0.474
H 3.17 1.18 0.17 0.215
H 1.97 0.82 2.32 0.242
H -1.91 0.53 -2.79 0.215
H 0.56 0.07 1.19 0.227
H 2.45 -0.32 -0.15 0.209
```

Output
gap between HOMO and LUMO: 8.2 eV
largest force on an atom: 3.76 eV/A
highest occupied orbital energy: -0.2831 hartree
ΔE to the lowest compared entry with this formula, charge and spin: 37.68 kcal per mole
calculated total energy: -1031.157771 a.u.
SMILES: CCSSCC.O

***

# 5
The following is a quantum chemistry calculation of a cluster of 2 separate species, C4H12OS2 in total in a non-equilibrium geometry, from the OMol25 dataset.

```
19
Properties=species:S:1:pos:R:3:nbo_charge:R:1
S 1.80 -0.21 -2.14 0.083
S -0.08 -0.86 -1.27 0.025
O 1.60 -1.95 0.69 -0.928
C -1.15 0.56 1.37 -0.617
C 2.17 0.57 -0.55 -0.733
C -2.01 0.25 0.25 -0.477
C -1.35 0.49 -1.10 -0.469
H 2.12 -2.17 -0.02 0.459
H -2.42 -0.74 0.33 0.223
H -1.53 1.10 2.20 0.222
H 2.72 -0.13 -0.02 0.221
H 1.28 0.76 0.06 0.233
H -2.00 0.40 -1.82 0.202
H -3.09 0.55 0.33 0.233
H 0.82 -2.53 0.53 0.475
H -0.68 1.46 -1.09 0.218
H -0.29 1.26 0.98 0.194
H -0.61 -0.27 2.00 0.226
H 2.69 1.49 -0.72 0.212
```

Output
gap between HOMO and LUMO: 8.7 eV
largest force on an atom: 6.10 eV/A
highest occupied orbital energy: -0.3090 hartree
ΔE to the lowest compared entry with this formula, charge and spin: 58.70 kcal per mole
calculated total energy: -1031.124263 a.u.
SMILES: CCCSSC.O

***

# 6
The following is a quantum chemistry calculation of a cluster of 2 separate species, C4H12OS2 in total in a non-equilibrium geometry, from the OMol25 dataset.

```
19
Properties=species:S:1:pos:R:3:nbo_charge:R:1
S -0.67 -0.59 0.77 0.044
S 0.93 -1.10 -0.46 0.086
O 5.35 1.50 1.11 -0.929
C 0.40 -1.90 -1.97 -0.779
C -2.90 1.86 0.94 -0.637
C -2.41 1.44 -0.44 -0.437
C -1.97 0.01 -0.48 -0.473
H 6.02 1.52 0.42 0.465
H -3.77 1.30 1.32 0.208
H -3.18 1.62 -1.19 0.218
H 5.45 2.39 1.50 0.465
H -3.04 2.93 1.11 0.222
H 1.25 -2.10 -2.62 0.247
H -2.65 -0.73 -0.05 0.216
H -0.19 -2.79 -1.72 0.217
H -1.66 -0.44 -1.41 0.221
H -0.38 -1.41 -2.56 0.209
H -2.30 1.72 1.88 0.224
H -1.53 2.03 -0.71 0.215
```

Output
gap between HOMO and LUMO: 8.7 eV
largest force on an atom: 2.87 eV/A
highest occupied orbital energy: -0.2892 hartree
ΔE to the lowest compared entry with this formula, charge and spin: 30.80 kcal per mole
calculated total energy: -1031.168737 a.u.
SMILES: CCCSSC.O

***

# 7
The following is a quantum chemistry calculation of a structure of composition C4H12OSi in a non-equilibrium geometry, from the OMol25 dataset.

```
18
Properties=species:S:1:pos:R:3:mulliken_spin:R:1
Si -1.09 0.12 0.72 0.027
O 0.55 -0.12 0.94 0.826
C 1.95 -0.37 -0.13 0.996
C 2.98 0.54 0.57 -0.133
C -1.79 1.78 0.03 0.031
C -2.14 -1.25 -0.10 0.026
H 2.70 1.63 0.67 0.014
H -0.97 -0.02 2.17 0.140
H -1.65 -1.67 -0.92 -0.001
H 3.01 0.19 1.60 0.020
H 2.07 -1.48 0.07 -0.024
H 1.51 0.08 -1.02 0.018
H -2.52 -2.05 0.60 0.001
H -2.16 2.57 0.62 0.000
H -3.07 -0.75 -0.64 -0.001
H -1.11 2.22 -0.63 -0.004
H -2.65 1.72 -0.57 0.000
H 4.02 0.57 0.24 0.065
```

Output
gap between HOMO and LUMO (alpha / beta): 5.5 / 7.9 eV
largest force on an atom: 7.59 eV/A
highest occupied orbital energy (alpha / beta): -0.1730 / -0.3905 hartree
2S+1: 3
⟨S²⟩: 2.008
ΔE to the lowest compared entry with this formula, charge and spin: 0.00 kcal per mole
calculated total energy: -524.089805 a.u.

***

# 8
The following is a quantum chemistry calculation of a cluster of 2 separate species, C4H12P2S2 in total in a non-equilibrium geometry, from the OMol25 dataset.

```
20
Properties=species:S:1:pos:R:3:mulliken_spin:R:1
S -1.37 2.78 -3.48 1.964
S 1.62 -0.16 1.93 0.016
P -0.01 -0.46 0.78 0.003
P -0.04 0.55 -1.16 0.015
C -0.09 -2.30 0.41 0.001
C 0.42 2.26 -0.57 0.025
C 1.66 0.00 -1.64 -0.003
C -1.68 -0.04 1.37 0.001
H -1.96 -0.47 2.42 0.000
H 2.00 0.43 -2.53 0.000
H 1.60 -1.10 -1.59 -0.001
H 0.68 -2.82 1.10 0.000
H -1.50 0.97 1.52 -0.001
H 0.26 -2.48 -0.57 0.000
H -2.51 -0.18 0.54 -0.001
H -0.43 2.87 -0.29 -0.006
H -1.21 -2.45 0.68 0.000
H 0.85 2.82 -1.37 -0.012
H 2.54 0.17 -1.01 0.001
H 1.26 2.18 0.29 -0.003
```

Output
gap between HOMO and LUMO (alpha / beta): 9.0 / 5.9 eV
largest force on an atom: 2.71 eV/A
highest occupied orbital energy (alpha / beta): -0.3049 / -0.3054 hartree
2S+1: 3
⟨S²⟩: 2.004
ΔE to the lowest compared entry with this formula, charge and spin: 0.00 kcal per mole
calculated total energy: -1638.575555 a.u.

***

# 9
The following is a quantum chemistry calculation of the ion C4H12PS with charge +1 in a non-equilibrium geometry, from the OMol25 dataset.

```
18
Properties=species:S:1:pos:R:3:nbo_charge:R:1
S -2.70 0.05 -0.09 -0.017
P 0.29 0.05 -0.06 1.462
C -1.24 -1.04 -0.10 -0.776
C 1.81 -0.93 0.04 -0.917
C 0.21 0.98 1.52 -0.956
C 0.16 1.03 -1.63 -0.854
H 1.81 -1.71 -0.73 0.274
H -0.01 0.31 -2.34 0.252
H 0.33 0.28 2.33 0.273
H 1.06 1.41 -1.81 0.248
H 1.92 -1.18 1.00 0.261
H -0.59 1.69 -1.51 0.258
H -0.74 1.45 1.70 0.286
H 0.85 1.94 1.28 0.281
H -1.12 -1.59 0.73 0.239
H -3.51 -0.87 0.64 0.190
H -1.11 -1.59 -0.94 0.232
H 2.58 -0.28 -0.02 0.263
```

Output
net charge: +1
gap between HOMO and LUMO: 10.6 eV
largest force on an atom: 4.68 eV/A
highest occupied orbital energy: -0.4943 hartree
ΔE to the lowest compared entry with this formula, charge and spin: 50.92 kcal per mole
calculated total energy: -898.855699 a.u.

***

# 10
The following is a quantum chemistry calculation of a cluster of 2 separate species, C4H12S in total in a non-equilibrium geometry, from the OMol25 dataset.

```
17
Properties=species:S:1:pos:R:3:nbo_charge:R:1
S -0.22 -0.53 -1.83 0.156
C -2.03 -0.72 -1.88 -0.742
C 0.04 1.17 -2.41 -0.728
C 0.68 -0.11 3.03 -0.617
C 1.58 -0.44 1.84 -0.613
H -0.38 -0.33 2.96 0.204
H -2.32 -0.86 -0.85 0.221
H 1.02 -0.52 3.96 0.205
H 2.56 -0.74 2.19 0.201
H 0.97 1.54 -2.10 0.225
H 1.19 -1.26 1.23 0.211
H -2.50 0.12 -2.38 0.222
H -2.32 -1.60 -2.46 0.222
H -0.78 1.76 -2.03 0.216
H 0.67 0.98 3.11 0.202
H 1.77 0.38 1.14 0.204
H 0.09 1.17 -3.50 0.211
```

Output
gap between HOMO and LUMO: 9.4 eV
largest force on an atom: 1.94 eV/A
highest occupied orbital energy: -0.3088 hartree
ΔE to the lowest compared entry with this formula, charge and spin: 10.47 kcal per mole
calculated total energy: -557.753724 a.u.
SMILES: CSC.CC